[1]
Entry from the Open Molecules 2025 dataset: a molecular structure, C18H46IrN2OSSeSi2Te (wB97M-V/def2-TZVPD).

M = 793.595 g/mol
Energy above the lowest of the compared OMol25 structures with the same formula, charge and spin = 8.0 kcal/mol
LUMO level (spin up / spin down) = -0.1936 / -0.3244 Ha

ORCA input file:
```
! wB97M-V def2-TZVPD RIJCOSX def2/J DEFGRID3
* xyz 2 6
Ir 0.537 -0.362 -0.037
Te 2.700 0.659 1.128
Se -1.443 -0.012 1.113
S 0.302 -2.375 -1.156
Si 3.452 -2.316 2.711
Si 5.480 1.961 -0.255
O 0.616 1.606 -1.386
N -2.299 -2.982 -0.765
N -1.755 -2.027 -2.786
C -0.169 -6.050 0.383
C -3.058 -2.281 -3.425
C 4.477 -2.887 1.273
C 5.647 2.596 1.483
C 4.673 3.208 -1.366
C -3.253 -3.713 -3.912
C -1.572 -5.939 -0.204
C -2.272 -4.183 -4.988
C -2.074 -3.561 0.571
C -0.879 -4.557 -4.484
C 4.279 0.449 -0.235
C 1.678 -2.868 2.530
C 4.175 -2.811 4.338
C 7.071 1.295 -0.915
C -1.409 -2.453 -1.581
C 3.456 -0.400 2.769
C -0.048 2.798 -0.895
C -2.496 -5.024 0.599
H 6.939 0.856 -1.906
H -3.523 -5.104 0.227
H 0.325 3.668 -1.431
H 4.709 2.978 1.895
H 3.615 3.332 -1.118
H 0.364 -5.097 0.365
H 3.820 0.334 -1.219
H 7.486 0.532 -0.254
H 5.178 -2.400 4.467
H -2.024 -6.930 -0.247
H 0.411 1.502 -2.323
H 1.440 -3.103 1.490
H -2.642 -2.971 1.292
H 0.433 -6.763 -0.179
H 5.147 4.187 -1.276
H 4.638 -3.965 1.360
H -0.207 -6.395 1.418
H -0.254 -3.694 -4.244
H 0.201 2.885 0.159
H -3.128 -1.577 -4.254
H 2.839 -0.091 3.616
H 0.966 -2.120 2.890
H 7.813 2.091 -1.005
H 5.465 -2.423 1.246
H -0.339 -5.127 -5.238
H -1.016 -3.451 0.800
H 3.980 -2.716 0.314
H 6.354 3.429 1.496
H 4.802 -0.470 0.028
H 4.743 2.902 -2.412
H -1.128 2.715 -1.010
H -3.841 -1.992 -2.720
H 1.506 -3.778 3.109
H -2.203 -3.426 -5.775
H 3.558 -2.473 5.172
H -2.710 -5.062 -5.463
H -0.981 -1.755 -3.372
H -0.941 -5.182 -3.590
H -2.527 -5.341 1.644
H -3.240 -3.083 -1.125
H 6.041 1.839 2.164
H -4.271 -3.755 -4.306
H -3.225 -4.407 -3.065
H 4.255 -3.898 4.404
H -1.518 -5.589 -1.241
H 4.461 0.001 2.917
*
```


[2]
Entry from the Open Molecules 2025 dataset: a molecular structure, C28H34N2OS2Sb2W (wB97M-V/def2-TZVPD).

M = 906.087 g/mol
Energy above the lowest of the compared OMol25 structures with the same formula, charge and spin = 26.2 kcal/mol
LUMO level (spin up / spin down) = -0.2733 / -0.2830 Ha

ORCA input file:
```
! wB97M-V def2-TZVPD RIJCOSX def2/J DEFGRID3
* xyz 2 3
W -0.239 0.086 -0.112
Sb -2.188 2.110 0.056
Sb -2.244 -1.881 0.157
S 2.280 0.930 3.947
S 0.072 -0.030 2.215
O -0.194 -0.465 -1.969
N 2.421 0.794 1.273
N 1.813 0.422 0.100
C -3.980 1.670 -1.046
C 1.934 0.573 -2.333
C 1.990 -0.582 -4.876
C 2.287 4.462 4.898
C -1.549 -3.799 -0.407
C -6.881 -0.742 1.012
C -5.899 -1.358 0.256
C -2.780 2.637 2.013
C 2.705 2.492 -0.851
C -3.859 -1.368 -1.167
C -6.898 0.642 1.115
C 1.415 3.984 2.720
C 0.906 -0.802 -4.042
C 2.050 1.159 -0.982
C 3.004 0.808 -3.208
C -5.942 1.387 0.449
C -4.916 -0.619 -0.407
C 3.219 2.479 3.659
C 1.720 0.581 2.336
C 2.295 3.671 3.756
C 0.875 -0.226 -2.788
C 3.042 0.221 -4.457
C 0.547 5.063 2.822
C 1.419 5.545 5.005
C 0.547 5.848 3.971
C -3.127 -2.108 2.063
C -4.945 0.780 -0.316
C -1.495 3.923 -0.806
H -2.169 4.724 -0.500
H -2.350 -2.356 2.784
H -3.616 -1.180 2.349
H 0.066 -1.408 -4.359
H -4.437 2.648 -1.200
H 2.327 3.015 0.020
H -3.685 1.305 -2.025
H 1.418 3.379 1.829
H -0.117 5.313 2.002
H 3.778 2.352 -0.678
H 2.013 -1.033 -5.861
H 3.728 2.395 2.703
H 3.893 0.391 -5.105
H -1.894 2.714 2.638
H 1.431 6.157 5.901
H -7.668 1.140 1.692
H 3.981 2.500 4.435
H 2.968 4.235 5.714
H -2.383 -4.500 -0.365
H -3.870 -2.904 2.032
H -7.639 -1.340 1.507
H 3.836 1.431 -2.894
H 2.567 3.087 -1.747
H -5.985 2.474 0.499
H -0.122 6.699 4.053
H -5.900 -2.443 0.159
H -1.155 -3.759 -1.417
H -3.425 -0.813 -1.993
H -0.770 -4.120 0.280
H -4.251 -2.301 -1.568
H -1.499 3.843 -1.887
H -0.493 4.150 -0.463
H -3.294 3.596 1.971
H -3.454 1.884 2.413
*
```


[3]
Entry from the Open Molecules 2025 dataset: a molecular structure, C36H44N4Pd (wB97M-V/def2-TZVPD).

M = 639.196 g/mol
LUMO level (spin up / spin down) = -0.3328 / -0.3357 Ha

ORCA input file:
```
! wB97M-V def2-TZVPD RIJCOSX def2/J DEFGRID3
* xyz 2 1
Pd 0.023 -0.127 -0.096
N 2.026 -0.084 -0.073
N 0.041 -1.552 1.322
N -1.979 -0.183 -0.131
N 0.004 1.315 -1.496
C 0.655 2.984 -2.985
C -0.686 2.951 -3.003
C 4.270 -0.552 0.373
C 1.077 1.942 -2.029
C 1.675 -3.807 3.840
C -2.353 -1.915 1.519
C 2.442 -1.776 1.608
C 2.091 -2.973 5.062
C 2.399 1.646 -1.727
C -5.399 0.801 -1.361
C -2.784 -1.010 0.572
C 5.728 0.513 -2.581
C -1.082 1.895 -2.052
C -2.184 -3.004 4.901
C -2.807 0.557 -0.903
C 5.823 -0.477 2.346
C -0.618 -3.100 2.934
C -5.837 -0.870 2.133
C -2.278 4.901 -2.873
C 2.834 0.699 -0.822
C -1.561 -3.874 3.797
C 1.124 -2.088 1.925
C 1.577 3.849 -3.783
C 5.421 1.094 -1.193
C -2.398 1.532 -1.787
C 2.853 -0.851 0.673
C 0.725 -3.068 2.953
C -5.617 0.226 -2.768
C 5.454 -1.184 1.031
C -1.033 -2.145 1.889
C -4.204 -0.796 0.222
C -4.220 0.188 -0.675
C 1.990 3.178 -5.102
C -1.637 3.821 -3.761
C 4.257 0.417 -0.542
C -5.370 -1.518 0.820
H 2.563 -4.099 3.275
H -3.176 2.059 -2.323
H -2.965 5.512 -3.457
H -6.700 -1.401 2.531
H -6.286 0.631 -0.754
H -5.048 -0.888 2.889
H 1.119 2.993 -5.732
H 2.484 2.220 -4.924
H 6.299 -1.151 0.345
H -2.731 -2.155 4.483
H 2.806 -3.525 5.670
H -6.188 -1.524 0.101
H 5.260 -2.240 1.224
H -3.117 -2.493 2.022
H 1.207 -4.734 4.169
H 1.226 -2.738 5.684
H -6.120 0.172 1.972
H -2.878 -3.593 5.499
H -2.353 -4.310 3.182
H -1.414 -2.608 5.565
H 4.853 0.548 -3.234
H -4.726 0.339 -3.392
H 2.554 -2.030 4.763
H 5.228 2.166 -1.275
H 6.528 1.079 -3.055
H 6.293 0.991 -0.550
H 2.679 3.818 -5.652
H 3.163 2.212 -2.242
H -1.028 -4.710 4.248
H 2.466 4.090 -3.196
H 6.704 -0.940 2.789
H 5.008 -0.534 3.071
H -1.514 5.557 -2.452
H 6.041 0.578 2.172
H 3.221 -2.304 2.143
H -5.112 -2.564 0.997
H 1.084 4.798 -3.989
H -2.413 3.206 -4.223
H -2.835 4.465 -2.041
H -1.100 4.299 -4.579
H 6.045 -0.528 -2.505
H -5.272 1.885 -1.419
H -6.443 0.737 -3.260
H -5.855 -0.838 -2.720
*
```